Model a:
Here is 4 unconnected molecules or ions with the total composition C5H18O3 from the OMol25 dataset. Energies are from the ωB97M-V functional and the def2-TZVPD basis.

Each line ends with the Löwdin charge.
Cartesian coordinates (Å):
C (-0.4344, -0.1727, 1.4910)  -0.0902
C (-1.4458, -0.7523, 0.4251)  -0.2786
C (-0.8289, -1.7793, -0.4689)  -0.2385
C (0.4352, -1.2890, -1.3805)  -0.2495
C (-0.1081, -0.6332, -2.5793)  -0.1636
H (-0.7613, 0.7904, 1.9681)  0.0693
H (0.6401, 0.0174, 1.1297)  0.0536
H (-0.2980, -0.8945, 2.2412)  0.0444
H (-1.7088, 0.1218, -0.1558)  0.0804
H (-2.3052, -1.3518, 0.7342)  0.1121
H (-0.4357, -2.5403, 0.2548)  0.1145
H (-1.7193, -2.1005, -1.1522)  0.1337
H (0.9069, -0.4697, -0.6038)  0.1110
H (1.1495, -2.0994, -1.6486)  0.1060
H (-1.1541, -0.7038, -2.6874)  0.0410
H (-0.0031, 0.5988, -2.5843)  0.1277
H (0.5188, -0.7590, -3.4519)  0.0592
O (3.1997, -1.0892, 1.9094)  -0.0333
H (2.6087, -0.9269, 1.1289)  0.0391
H (3.0801, -0.4688, 2.5592)  -0.0216
O (1.9010, 3.3326, -0.0595)  -0.0871
H (2.6077, 2.8588, 0.4316)  0.0428
H (1.0969, 3.0044, 0.4236)  0.0412
O (-2.5013, 2.7647, 0.8240)  -0.0758
H (-1.9090, 2.7201, 0.0765)  0.0154
H (-2.5314, 1.8213, 1.1751)  0.0471

Total charge: 0
Spin multiplicity: 1
Structure (SMILES): CCCCC.O.O.O

---

Model b:
Here is 4 unconnected molecules or ions with the total composition C5H18O3 from the OMol25 dataset. Energies are from the ωB97M-V functional and the def2-TZVPD basis.

Each line ends with the Löwdin charge.
Cartesian coordinates (Å):
C (-2.9889, -0.7972, 0.8129)  -0.0952
C (-2.1485, -0.3031, -0.4010)  -0.2138
C (-0.6234, -0.5061, -0.0696)  -0.1884
C (0.1523, 0.1227, -1.2528)  -0.3083
C (1.5692, -0.1374, -1.0694)  -0.1485
H (-3.7229, -1.5703, 0.5985)  0.0639
H (-3.3980, -0.1319, 1.3841)  -0.0068
H (-2.3933, -1.5858, 1.3899)  0.0976
H (-2.2116, 0.7369, -0.6900)  0.0960
H (-2.4890, -0.9797, -1.1801)  0.1009
H (-0.3922, 0.2219, 0.8715)  0.1448
H (-0.4007, -1.3536, 0.3028)  0.0091
H (-0.1223, -0.2654, -2.2465)  0.1069
H (-0.1001, 1.2620, -1.4083)  0.1406
H (1.7748, -0.9654, -0.4837)  0.0135
H (1.9377, -0.2552, -2.1286)  0.0983
H (2.1291, 0.8526, -0.7759)  0.0809
O (1.8211, -3.6607, 0.0081)  -0.1280
H (1.4285, -2.8046, 0.4114)  0.0463
H (2.6082, -3.2253, -0.4744)  0.0716
O (1.8636, 2.4968, -0.4337)  -0.0756
H (1.5280, 2.2720, 0.3636)  -0.0670
H (1.9672, 3.4896, -0.6839)  0.1342
O (0.8300, 2.7262, 2.2005)  -0.0506
H (0.4014, 1.9203, 1.8499)  0.0268
H (0.9798, 2.4409, 3.1049)  0.0506

Total charge: 0
Spin multiplicity: 1
Structure (SMILES): CCCCC.O.O.O

---

Stability verdict: model a, ahead by 0.0435 hartree

---

Model a:
Here is C16H26O5 in the gas phase from the OMol25 dataset. Energies are from the ωB97M-V functional and the def2-TZVPD basis.

Each line ends with the Löwdin charge.
Cartesian coordinates (Å):
C (3.4340, -0.3837, -3.8165)  -0.0694
O (2.2065, -0.3817, -4.5292)  -0.1223
C (1.0516, -0.6375, -3.7822)  -0.4062
C (0.6869, 0.4245, -2.7270)  -0.0330
C (1.4383, 0.3057, -1.3842)  -0.3412
O (2.4988, 1.2281, -1.2942)  -0.0452
C (0.4996, 0.4247, -0.1588)  -0.2598
C (-0.4589, -0.7638, -0.0939)  -0.0320
C (-0.2546, 1.7713, -0.1313)  -0.3128
O (0.6275, 2.8741, -0.2164)  -0.0190
C (-1.0934, 1.9228, 1.1434)  -0.1532
O (-0.1973, 1.9492, 2.2364)  -0.1400
C (-0.8435, 1.9560, 3.4915)  -0.1603
C (-1.5501, 0.6557, 3.7877)  -0.2173
C (-0.8554, -0.5410, 3.6553)  -0.0470
C (-1.4869, -1.7476, 3.8954)  -0.0794
C (-2.8179, -1.7691, 4.2785)  -0.0887
C (-3.5143, -0.5808, 4.4160)  -0.0823
C (-2.8848, 0.6268, 4.1655)  -0.0417
O (1.0766, -1.8924, -3.1516)  -0.1465
C (1.0835, -2.9787, -4.0511)  -0.0803
H (4.2076, -0.2737, -4.5740)  0.0917
H (3.4878, 0.4431, -3.1067)  0.0760
H (3.5750, -1.3273, -3.2818)  0.0939
H (0.2628, -0.6300, -4.5584)  0.1590
H (0.8772, 1.4059, -3.1646)  0.1400
H (-0.3835, 0.3243, -2.5575)  0.1099
H (1.9083, -0.6817, -1.3373)  0.1423
H (2.0979, 2.1041, -1.1685)  0.0775
H (1.1513, 0.4052, 0.7220)  0.1487
H (-1.3141, -0.6162, -0.7495)  0.0872
H (-0.8259, -0.9163, 0.9178)  0.0602
H (0.0551, -1.6665, -0.4129)  0.0853
H (-0.9155, 1.8530, -1.0003)  0.1540
H (1.0356, 2.9618, 0.6562)  0.1090
H (-1.6511, 2.8718, 1.1000)  0.1391
H (-1.8133, 1.1031, 1.2417)  0.1260
H (-1.5521, 2.7958, 3.5486)  0.1273
H (-0.0425, 2.1220, 4.2192)  0.1363
H (0.1826, -0.5150, 3.3570)  0.1206
H (-0.9398, -2.6723, 3.7854)  0.1048
H (-3.3114, -2.7105, 4.4685)  0.1012
H (-4.5525, -0.5931, 4.7135)  0.1020
H (-3.4333, 1.5527, 4.2672)  0.1111
H (1.1676, -3.8781, -3.4445)  0.0909
H (0.1525, -3.0071, -4.6300)  0.0924
H (1.9273, -2.9176, -4.7443)  0.0913

Total charge: 0
Spin multiplicity: 1
Structure (SMILES): COC(C[C@@H](O)[C@H](C)[C@H](O)COCc1ccccc1)OC

---

Model b:
Here is C16H26O5 in the gas phase from the OMol25 dataset. Energies are from the ωB97M-V functional and the def2-TZVPD basis.

Each line ends with the Löwdin charge.
Cartesian coordinates (Å):
C (2.6719, 5.4079, 0.2696)  -0.0753
C (2.8955, 4.0090, -0.3618)  -0.4022
C (4.0488, 4.0596, -1.3765)  -0.0833
C (1.5654, 3.5549, -1.0451)  -0.1769
C (1.6573, 2.1557, -1.5136)  0.0024
C (1.2721, 1.0201, -0.8516)  -0.1225
C (1.4040, -0.2900, -1.5113)  -0.0604
C (0.8293, -1.2554, -0.4649)  -0.3734
C (1.8866, -2.2398, 0.0229)  -0.1580
O (2.8737, -1.5744, 0.8279)  -0.0353
C (-0.3949, -2.0133, -1.0614)  -0.0463
O (-1.0402, -2.7623, 0.0155)  0.0087
C (-2.1872, -3.4127, -0.3392)  -0.4431
O (-2.4527, -3.8207, -1.4696)  0.0897
C (-3.1533, -3.8177, 0.7635)  -0.0900
C (-3.5759, -2.6187, 1.6012)  -0.4109
C (-4.3581, -3.1501, 2.8066)  -0.0835
C (-4.4642, -1.5690, 0.8085)  -0.0430
O (0.4160, -0.4733, 0.6746)  0.0967
C (0.6419, 0.8191, 0.4380)  -0.4149
O (0.2340, 1.7381, 1.1547)  0.1066
H (2.1520, 5.2158, 1.2138)  0.0795
H (3.6171, 5.8683, 0.4749)  0.0584
H (2.0492, 6.0515, -0.3930)  0.0900
H (3.1502, 3.3163, 0.4639)  0.1403
H (4.3528, 3.0591, -1.6957)  0.0713
H (4.9128, 4.5311, -0.9287)  0.0668
H (3.7674, 4.6381, -2.2719)  0.0883
H (1.2851, 4.2252, -1.8635)  0.1204
H (0.6933, 3.6071, -0.3864)  0.1133
H (2.0655, 2.0174, -2.5117)  0.1266
H (0.8092, -0.3268, -2.4166)  0.1307
H (2.4391, -0.5369, -1.7562)  0.1405
H (1.4403, -3.0645, 0.6153)  0.1359
H (2.3696, -2.7052, -0.8266)  0.1316
H (2.4121, -1.0186, 1.4737)  0.0934
H (-1.1003, -1.3154, -1.5345)  0.1490
H (-0.0776, -2.7191, -1.8220)  0.1390
H (-4.0478, -4.2072, 0.2834)  0.1296
H (-2.6932, -4.5922, 1.3798)  0.1304
H (-2.6782, -2.0968, 1.9342)  0.1294
H (-5.2955, -3.5810, 2.4470)  0.0810
H (-4.5977, -2.3190, 3.4856)  0.0829
H (-3.7731, -3.9170, 3.3035)  0.0724
H (-5.4538, -1.9536, 0.5304)  0.0826
H (-3.9397, -1.2070, -0.0631)  0.0636
H (-4.6288, -0.7367, 1.4762)  0.0679

Total charge: 0
Spin multiplicity: 1
Structure (SMILES): CC(C)C/C=C1/C[C@](CO)(COC(=O)CC(C)C)OC1=O

---

Stability verdict: model b, ahead by 0.0264 hartree

---

Model a:
Here is a gas-phase ion, C3H5N2O2S (charge +1) from the OMol25 dataset. Energies are from the ωB97M-V functional and the def2-TZVPD basis.

Each line ends with the Löwdin charge.
Cartesian coordinates (Å):
C (-0.4360, -0.1970, 0.2477)  -0.2660
C (1.7050, 0.2990, -0.7498)  0.2527
C (-0.5267, -1.5682, -0.2964)  0.0248
N (-1.2722, 0.2268, 1.1273)  -0.0881
N (0.6635, 0.7213, -0.0820)  -0.1813
O (-2.2266, 2.3741, 0.7882)  -0.3157
O (0.7049, 1.7523, 0.7015)  -0.1301
S (-1.3870, 1.7501, 1.6990)  1.1708
H (2.6187, 0.9337, -0.6352)  0.1643
H (1.5774, -0.4756, -1.3175)  0.0461
H (0.3194, -2.1510, 0.0346)  0.1118
H (-0.3025, -1.5667, -1.3666)  0.1081
H (-1.4378, -2.0990, -0.1509)  0.1025

Total charge: +1
Spin multiplicity: 1

---

Model b:
Here is a gas-phase ion, C3H5N2O2S (charge +1) from the OMol25 dataset. Energies are from the ωB97M-V functional and the def2-TZVPD basis.

Each line ends with the Löwdin charge.
Cartesian coordinates (Å):
O (-2.7727, -0.6077, -0.6714)  0.1964
N (-1.8884, -1.1538, -0.1529)  -0.3190
O (-1.8195, -2.0277, 0.5971)  0.1904
C (-0.4861, -0.1609, -0.1300)  -0.0300
N (0.4818, -0.5874, 0.6311)  0.1081
C (1.7100, 0.1359, 0.6609)  -0.3735
S (1.4160, 1.6450, -0.3257)  0.9731
C (-0.2757, 1.1025, -0.8447)  -0.3461
H (0.6589, -1.4435, 1.1462)  0.1959
H (2.0636, 0.5432, 1.5569)  0.0848
H (2.4812, -0.3393, 0.1617)  0.0809
H (-0.4091, 1.2232, -1.9530)  0.1387
H (-1.1599, 1.6706, -0.6762)  0.1002

Total charge: +1
Spin multiplicity: 1
Structure (SMILES): O=[N+]([O-])C1=[NH+]CSC1

---

Stability verdict: model a, ahead by 0.0301 hartree

---

Model a:
Here is 2 unconnected molecules or ions with the total composition C2H7N5O from the OMol25 dataset. Energies are from the ωB97M-V functional and the def2-TZVPD basis.

Each line ends with the Löwdin charge.
Cartesian coordinates (Å):
C (-0.6150, -0.2227, -0.5456)  -0.5165
C (2.3742, 1.3265, -0.0500)  -0.0564
H (0.7915, 0.0296, 2.2947)  0.2128
H (-1.2653, -0.6842, 2.4814)  0.1572
H (-1.7058, -1.4814, 0.5010)  0.1881
H (0.3653, 1.4769, -1.3306)  0.1614
H (3.2364, 1.5690, 0.5285)  0.0577
H (1.9455, 2.2335, -0.8326)  0.1230
H (-2.6223, -1.8814, -2.2365)  0.2213
N (-0.4564, -0.1820, 1.6748)  -0.1812
N (-0.6441, -1.0392, 0.6097)  -0.1272
N (0.1007, 0.9505, -0.3682)  0.0254
N (1.4020, 0.6187, 0.2475)  -0.0855
N (-1.0796, -0.7356, -1.5817)  -0.0006
O (-1.8271, -1.9783, -1.3924)  -0.1795

Total charge: 0
Spin multiplicity: 1

---

Model b:
Here is a molecular structure, C2H7N5O from the OMol25 dataset. Energies are from the ωB97M-V functional and the def2-TZVPD basis.

Each line ends with the Löwdin charge.
Cartesian coordinates (Å):
C (0.9014, 0.1121, 0.0476)  -0.5585
C (-2.2591, 0.1563, 0.0230)  -0.3351
H (-0.3860, -1.3013, -0.8650)  0.1021
H (1.3772, -1.5937, -0.9333)  0.1616
H (2.1998, 0.9204, 1.7343)  0.2650
H (3.4622, 0.2726, -0.7819)  0.0397
H (-1.7709, 1.8986, -0.4995)  0.1781
H (-3.2097, 0.5409, -0.1823)  0.0834
H (-3.0861, -1.3350, 0.7766)  0.0716
N (0.5664, -0.7896, -0.9377)  0.0754
N (2.0021, -0.0450, 0.8845)  0.0306
N (0.1309, 1.1750, 0.1658)  0.0778
N (-1.2041, 0.9220, -0.3788)  -0.0876
N (-2.0295, -0.9114, 0.8677)  0.0080
O (3.3054, -0.0219, 0.0789)  -0.1120

Total charge: 0
Spin multiplicity: 1

---

Stability verdict: model b, ahead by 0.1136 hartree